Density functional theory data (ωB97M-V/def2-TZVPD) for a structure of composition C35H27AsF6N3O4PSSe3Zr.

Geometry as XYZ:
```
82
Properties=species:S:1:pos:R:3:lowdin_charge:R:1
Zr -0.33283 -0.76523 0.20560 1.6790
C -0.70875 2.19636 -2.73404 -0.0598
O -0.62455 2.01081 -1.32647 -0.1380
C -0.32051 3.09119 -0.57082 -0.2158
C -0.60734 4.40014 -0.95229 -0.0032
C -0.27858 5.45388 -0.11722 -0.0709
C 0.34317 5.22373 1.10307 -0.0737
C 0.63654 3.92571 1.47678 -0.0220
C 0.30446 2.86487 0.64895 -0.1605
N 0.70836 1.52885 1.05137 -0.2640
N 2.12655 1.36165 1.11032 -0.1443
C 2.78464 0.96601 -0.05645 -0.1838
C 2.26147 0.21391 -1.08924 -0.2761
O 0.96025 -0.17484 -1.07212 -0.3169
C 3.05021 -0.19101 -2.18622 -0.0148
C 4.37508 0.11312 -2.23953 -0.0356
C 4.97542 0.85868 -1.19372 -0.1707
C 6.35436 1.18062 -1.21386 -0.0434
C 6.92179 1.90812 -0.20838 -0.0906
C 6.12699 2.35969 0.86604 -0.0849
C 4.79330 2.06629 0.91396 -0.0265
C 4.18147 1.29984 -0.10985 -0.0923
H 0.13077 2.79848 -3.08766 0.1071
H -0.65751 1.20330 -3.17028 0.0853
H -1.65352 2.66437 -3.01445 0.0907
H -1.09443 4.59030 -1.89792 0.1113
H -0.51158 6.46456 -0.42591 0.1066
H 0.60552 6.04808 1.75150 0.1043
H 1.14409 3.71604 2.40923 0.1218
H 2.56573 -0.76466 -2.96630 0.1063
H 4.98315 -0.21116 -3.07489 0.1103
H 6.95341 0.83559 -2.04858 0.1092
H 7.97751 2.14563 -0.23614 0.0989
H 6.57837 2.94920 1.65403 0.0989
H 4.17776 2.41896 1.72871 0.1003
Se 1.67387 -0.19088 2.66606 0.9583
P 0.18848 -1.62896 3.79009 0.4543
Se -1.53447 -2.04810 2.55916 0.4174
C 1.24737 -3.09246 3.97719 -0.4002
C 0.73492 -4.36566 3.75076 -0.0958
C 1.54832 -5.47752 3.90095 -0.0702
C 2.87809 -5.32533 4.26715 -0.0763
C 3.39757 -4.05766 4.48374 -0.0720
C 2.58598 -2.94319 4.33846 -0.1250
C -0.28434 -1.12992 5.46891 -0.3910
C -1.61599 -0.89714 5.79089 -0.1256
C -1.95604 -0.49157 7.07333 -0.0717
C -0.97064 -0.30867 8.03074 -0.0789
C 0.36200 -0.53216 7.70892 -0.0760
C 0.70602 -0.94106 6.43171 -0.0837
H -0.29624 -4.47558 3.44068 0.0689
H 1.14484 -6.46598 3.72418 0.1062
H 3.51305 -6.19495 4.37589 0.1050
H 4.43717 -3.93465 4.75727 0.1071
H 3.00920 -1.95852 4.49801 0.0729
H -2.37780 -1.02762 5.03345 0.0571
H -2.99422 -0.31389 7.32139 0.1069
H -1.23874 0.01124 9.02928 0.1043
H 1.13283 -0.38658 8.45420 0.1053
H 1.74702 -1.11385 6.18951 0.0944
S -1.10510 1.45089 3.06656 0.7470
C 0.23692 1.04270 2.27169 -1.1695
F -1.50353 -0.71001 -1.80362 -0.3007
As -3.18709 -0.57162 -1.16253 0.7834
F -3.75643 -1.61244 -2.37488 -0.1744
F -3.43801 0.83487 -2.07954 -0.1705
F -4.64782 -0.44790 -0.31835 -0.1699
F -2.32977 0.39065 0.11112 -0.3351
F -2.65100 -1.93152 -0.18397 -0.3232
O 1.05202 -2.25137 0.66383 -0.4965
O 0.06193 -2.88218 -0.18150 -0.7360
Se 0.86526 -3.52010 -1.74340 1.1961
C -0.82564 -3.99140 -2.47904 -0.5275
C -1.16714 -3.57981 -3.75759 -0.1011
C -2.39769 -3.97984 -4.26068 -0.1441
N -3.27575 -4.69958 -3.57112 0.0731
C -2.94160 -5.05773 -2.33349 -0.1321
C -1.72466 -4.75090 -1.74404 -0.0887
H -0.50538 -2.95580 -4.34278 0.1037
H -2.69544 -3.69079 -5.26221 0.1098
H -3.67934 -5.63252 -1.78544 0.1108
H -1.49371 -5.08627 -0.74245 0.1115
```

The HOMO energy comes out at -7.00 eV. The calculation puts the max |F| at 0.0190 hartree/bohr. Its total energy is -12641.14364 hartree. The value obtained for the relative energy (zero: lowest compared OMol25 entry of this formula, charge and spin) is 3.498 eV.

***

Density functional theory data (ωB97M-V/def2-TZVPD) for a structure of composition C23H23N2NiOS.

Geometry as XYZ:
```
51
Properties=species:S:1:pos:R:3:lowdin_charge:R:1
Ni -2.02962 -0.15467 0.67798 0.7495
C 3.47165 1.71183 1.23597 -0.0675
C 4.12016 0.49730 0.54458 -0.5309
C 5.26392 -0.00147 1.37685 -0.0566
C 4.60744 1.04161 -0.84631 -0.0405
C 3.12878 -0.64151 0.16707 -0.1604
C 3.58152 -1.73826 -0.54785 -0.0563
C 2.76671 -2.72604 -1.02170 -0.0542
C 1.37411 -2.54558 -0.80606 -0.4381
S 0.04497 -3.61368 -1.13528 1.1665
C -1.05122 -2.52401 -0.39895 -0.5154
N -0.52901 -1.37235 0.04860 0.0145
C 0.87579 -1.42719 -0.09075 -0.2677
C 1.76253 -0.45266 0.44257 0.0411
C -2.47674 -2.72009 -0.34557 -0.2865
C -3.09535 -3.91334 -0.56625 -0.0394
C -4.48452 -4.01473 -0.31869 -0.0621
C -5.18689 -2.94027 0.19906 -0.0782
C -4.52319 -1.74031 0.41131 -0.1120
C -3.15911 -1.61042 0.18416 -0.1420
H 4.19231 2.52439 1.32810 0.0927
H 2.93688 1.51419 2.16096 0.0784
H 2.60982 2.06497 0.62413 0.0787
H 6.07516 0.75854 1.46816 0.1032
H 5.82959 -0.80268 0.88443 0.0810
H 5.01170 -0.34213 2.37090 0.0885
H 5.25972 1.88017 -0.75330 0.0719
H 3.78292 1.40418 -1.44304 0.0775
H 5.10801 0.30610 -1.50958 0.0928
H 4.65890 -1.90295 -0.70087 0.1281
H 3.11192 -3.48801 -1.76290 0.1348
H 1.46805 0.28499 1.20726 0.1121
H -2.54869 -4.85621 -0.79550 0.1217
H -4.91782 -5.03855 -0.32738 0.1221
H -6.21421 -3.13666 0.52274 0.1158
H -5.09263 -0.90525 0.81910 0.0844
O -3.31985 1.08489 1.83282 -0.0572
C -3.79072 2.15277 1.05867 -0.1615
C -2.74006 2.59090 0.11632 -0.2393
C -2.76973 3.80745 -0.52238 0.0020
C -1.72418 4.14905 -1.35153 -0.0259
C -0.67875 3.29203 -1.62822 -0.0144
C -0.85133 1.98858 -1.17679 -0.0552
N -1.83338 1.67493 -0.29149 0.0521
H -3.99987 0.56941 2.19209 0.0815
H -4.04212 3.05603 1.72901 0.1704
H -4.66959 1.88181 0.45667 0.1502
H -3.54940 4.47863 -0.34279 0.1131
H -1.80419 5.09196 -1.89074 0.1292
H 0.20237 3.60408 -2.08391 0.0995
H -0.16274 1.19823 -1.40168 0.1077
```

Its spin multiplicity is 3. The HOMO energy (spin up / spin down) comes out at -11.08 / -11.06 eV. The charge is +1. The calculation puts the max |F| at 0.0473 hartree/bohr. Its total energy is -2981.26396 hartree.

***

Density functional theory data (ωB97M-V/def2-TZVPD) for a structure of composition C27H49NP2Pb.

Geometry as XYZ:
```
80
Properties=species:S:1:pos:R:3:lowdin_charge:R:1
P -2.13658 3.07712 -2.17899 0.8191
P 0.78349 2.90465 -3.22720 0.6692
C -1.69876 3.93539 -3.79262 -0.3941
C -0.54910 3.16891 -4.43938 -0.4044
H -1.44264 4.97473 -3.51454 0.0835
H -2.61007 3.97884 -4.42984 0.1153
H -0.88922 2.16349 -4.72569 0.0925
H -0.20987 3.69642 -5.34452 0.1156
C 1.26381 4.58908 -2.67857 -0.1840
H 2.06166 4.56286 -1.92460 0.0704
H 0.46632 5.19824 -2.23597 0.0269
H 1.64621 5.09900 -3.57590 0.0839
C 2.21174 2.18918 -4.03560 -0.2332
H 2.86129 2.93661 -4.50271 0.0776
H 1.78923 1.52645 -4.79663 0.0695
H 2.77952 1.61609 -3.29452 0.0367
C -3.52343 4.32563 -1.94615 -0.2212
H -3.85139 4.16665 -0.92660 0.0118
H -4.35189 4.12264 -2.63516 0.0709
H -3.20363 5.37309 -1.99333 0.0409
C -3.41872 1.71845 -2.28407 -0.2502
H -3.06440 0.69390 -2.45376 -0.0009
H -4.23302 1.97767 -2.97194 0.0645
H -3.78713 1.74418 -1.24742 0.0572
Pb -0.12672 1.10253 -1.71536 1.2205
C -0.43610 5.66072 0.43257 -0.1032
C -1.39046 6.34976 -0.22001 -0.1442
C -2.59884 6.99420 0.34662 -0.1683
C -2.91340 6.36528 1.76138 -0.1709
C -3.62800 5.07560 1.59358 -0.1016
C -3.10285 3.85411 1.34297 -0.1359
C -1.66064 3.42974 1.28515 -0.2179
C -0.49597 4.44855 1.32220 -0.1915
C -1.19131 -0.85414 -1.57782 -0.2370
H 0.62135 5.85804 0.14377 0.1084
H -1.26569 6.52287 -1.27071 0.0783
H -3.43443 6.76640 -0.36214 0.1027
H -2.62941 8.11802 0.41355 0.1421
H -1.99787 6.31778 2.36741 0.1149
H -3.57691 7.08916 2.25014 0.1158
H -4.72769 5.14268 1.59269 0.1226
H -3.77849 3.02025 1.06089 0.1068
H -1.63310 2.77190 0.37235 0.0185
H -1.46783 2.74392 2.13323 0.1149
H -0.27355 4.70940 2.37681 0.1258
H 0.40331 3.86646 1.04514 0.0929
H -0.42451 -1.64269 -1.57112 0.0112
H -1.91739 -0.97657 -2.39191 0.0061
H -1.70135 -0.78110 -0.60038 0.0250
C 3.75988 -5.10108 0.04417 -0.0362
C 3.74479 -3.69502 -0.48076 -0.2532
C 4.88940 -3.15438 -1.06826 0.0164
C 4.90011 -1.83489 -1.53512 -0.2596
C 6.13804 -1.28381 -2.17620 -0.0430
C 3.77243 -1.03433 -1.36658 0.0044
C 2.63690 -1.50377 -0.64953 -0.3024
C 2.60561 -2.90264 -0.34565 0.0067
N 1.68569 -0.64297 -0.19074 0.1094
C 1.69599 -0.27763 1.26158 -0.6138
C 1.82185 -1.49090 2.18593 -0.0322
C 2.87261 0.66128 1.54434 -0.0191
C 0.38940 0.42611 1.58178 -0.0879
H 3.63853 -5.83867 -0.75997 0.0957
H 4.71321 -5.32862 0.53951 0.0933
H 2.95854 -5.27007 0.76953 0.0823
H 5.78228 -3.78800 -1.17176 0.1404
H 7.04523 -1.64497 -1.67870 0.0923
H 6.21507 -1.57147 -3.23201 0.0936
H 6.12865 -0.19203 -2.13374 0.0760
H 3.77910 -0.00035 -1.72552 0.0985
H 1.70093 -3.32108 0.07218 0.1120
H 1.02843 -2.22464 1.98753 0.0938
H 2.80239 -1.97535 2.08525 0.0952
H 1.72667 -1.14586 3.22444 0.1035
H 2.86314 1.53885 0.88263 0.0825
H 2.82154 1.00957 2.58478 0.1052
H 3.82867 0.13873 1.40957 0.0961
H 0.29740 1.36176 1.01805 0.0050
H 0.34314 0.68577 2.64703 0.1088
H -0.46047 -0.22618 1.35556 0.0827
```

The HOMO energy (spin up / spin down) comes out at -13.16 / -13.11 eV. The charge is +2. The calculation puts the max |F| at 0.0601 hartree/bohr. Its total energy is -1987.71296 hartree. The value obtained for the relative energy (zero: lowest compared OMol25 entry of this formula, charge and spin) is 2.223 eV.

***

Density functional theory data (ωB97M-V/def2-TZVPD) for a structure of composition C27H36Cl4HgN2O3SSb.

Geometry as XYZ:
```
75
Properties=species:S:1:pos:R:3:lowdin_charge:R:1
Hg -1.80845 1.79127 -1.18823 0.3551
C 5.89118 1.63789 3.45865 -0.1019
C 4.68867 0.76310 3.06766 -0.3067
N 4.44983 0.63633 1.66326 -0.1622
C 5.42905 -0.15589 0.92492 -0.2187
C 6.59794 0.64482 0.27363 -0.0773
C 3.45236 1.30599 0.96931 -0.8210
S 2.48906 2.44565 1.85719 0.4394
N 3.33446 1.08438 -0.31114 0.0790
C 2.31797 1.36975 -1.16025 -0.4937
O 1.18210 0.86707 -1.10263 -0.1209
C 2.70294 2.20649 -2.33379 -0.1451
C 3.59781 3.28247 -2.12682 -0.0072
C 4.05658 4.04795 -3.22841 -0.0749
C 3.45055 3.83495 -4.48576 -0.1016
C 2.48820 2.83339 -4.62734 -0.1010
C 2.15310 1.98874 -3.58431 -0.0396
H 5.89649 1.71411 4.55464 0.0629
H 5.85262 2.63100 2.97979 0.0782
H 6.83741 1.14091 3.24779 0.0478
H 3.80407 1.23963 3.52768 0.0423
H 4.79638 -0.19002 3.56308 0.0998
H 4.85677 -0.66612 0.10947 0.1134
H 5.80314 -0.89486 1.60166 0.0919
H 6.23955 1.21311 -0.60445 0.0685
H 7.37633 -0.04567 -0.08935 0.0617
H 7.05269 1.28834 1.00041 0.0337
H 3.98389 3.44380 -1.14668 0.0922
H 4.74556 4.83909 -3.09356 0.0742
H 3.84469 4.44356 -5.23998 0.0676
H 1.99436 2.66241 -5.58508 0.0982
H 1.38765 1.19117 -3.78023 0.1340
Cl -8.02404 1.18415 -2.98317 0.5943
C -6.92427 0.88842 -4.31354 -0.7043
C -6.69556 1.93043 -5.26232 -0.7538
Cl -7.45890 3.43973 -5.06384 0.6335
C -5.94930 1.78220 -6.39483 -0.6321
Cl -5.57142 3.08085 -7.49935 0.6280
C -5.29329 0.48237 -6.62334 -0.3749
O -4.63847 0.28460 -7.65172 -0.0117
C -5.41613 -0.63527 -5.54983 -0.4084
O -4.82108 -1.69980 -5.68094 0.0095
C -6.30405 -0.32588 -4.45267 -0.6474
Cl -6.42169 -1.49196 -3.19560 0.6587
C -1.44993 -4.21512 2.64211 -0.1445
C -2.75878 -3.58875 2.03466 -0.5634
C -3.93183 -3.72101 3.07506 -0.1642
Sb -2.70920 -1.49712 1.44633 1.3966
C -2.59503 -0.48911 3.39597 -0.5594
C -3.96829 -0.13746 4.00906 -0.1693
C -1.66658 -1.22834 4.37225 -0.1683
C -0.68539 -1.23729 0.65607 -0.6308
C 0.48469 -1.25758 1.64720 -0.1562
C -0.47926 -2.18287 -0.49065 -0.1833
H -1.58923 -5.33250 2.77773 0.0806
H -1.21782 -3.83343 3.62897 0.0464
H -0.63276 -4.07999 1.97718 0.0266
H -2.93675 -4.15964 1.14914 0.0485
H -3.64522 -3.14448 3.95014 0.0342
H -3.94144 -4.70979 3.40389 0.0325
H -4.90845 -3.39273 2.65399 0.0757
H -2.09314 0.45919 3.07066 0.0856
H -4.60797 -1.00424 4.14925 0.0449
H -4.47283 0.56683 3.38839 0.0483
H -3.89859 0.24470 5.04778 0.0732
H -2.10251 -2.06302 4.87535 0.0444
H -1.31568 -0.62904 5.20136 0.0659
H -0.76881 -1.54662 3.88876 0.0240
H -0.81059 -0.17117 0.28417 -0.0581
H 0.63586 -2.20750 2.21175 0.0584
H 0.42999 -0.35949 2.35698 0.0868
H 1.46485 -1.19351 1.14533 0.0625
H -0.77358 -3.24560 -0.26595 0.0665
H 0.56165 -2.24238 -0.71894 0.0575
H -1.04414 -1.91562 -1.40396 0.0787
```

Its spin multiplicity is 2. The HOMO energy (spin up / spin down) comes out at -1.93 / -2.75 eV. The charge is -2. The calculation puts the max |F| at 0.0547 hartree/bohr. Its total energy is -4018.30532 hartree.

***

Density functional theory data (ωB97M-V/def2-TZVPD) for the molecule C18H16BClN2O5.

Geometry as XYZ:
```
43
Properties=species:S:1:pos:R:3:lowdin_charge:R:1
N 3.33131 1.75747 -4.04319 0.1945
O 3.84889 -2.15409 -0.68962 0.0862
Cl 0.76141 4.48324 0.68198 0.7396
C 2.48338 1.80514 -3.24314 -0.1821
N 0.12319 0.80455 -0.63738 0.1997
O -5.45093 -2.30346 3.41386 0.1157
O -0.81164 2.17918 1.11566 0.0317
O -5.25029 -0.10416 4.37015 0.1035
O 0.84077 -0.47276 -2.42614 -0.0281
B -4.80450 -1.03199 3.44193 -0.5002
C 3.83241 -1.64329 -1.77397 -0.4675
C 0.05214 1.94547 0.02789 -0.2496
C 0.84320 0.76077 -1.73968 -0.2143
C 1.58278 3.00695 -1.44002 -0.0163
C -1.76639 -0.09980 1.10093 -0.0024
C -2.72379 -0.97003 1.56852 -0.0028
C -2.49439 1.55896 2.62780 0.0500
C 0.78490 3.07009 -0.32097 -0.5539
C 1.55531 1.87456 -2.20265 -0.1562
C -1.67680 1.20780 1.56064 -0.2073
C -3.58070 -0.55432 2.57092 -0.0104
C -3.46888 0.73263 3.10364 -0.1482
C 4.70699 -0.45715 -2.06432 -0.0084
C -4.37740 0.97045 4.28615 -0.1391
C 0.86444 -1.56990 -1.51240 -0.1958
C 2.88567 -2.15433 -2.80583 -0.1223
C 1.63209 -2.70304 -2.13103 -0.1659
H -6.06399 -2.45918 4.17003 0.1105
H 2.19938 3.86373 -1.72912 0.1443
H -1.11246 -0.37479 0.28795 0.0716
H -2.86445 -1.88868 1.05192 0.1126
H -2.30902 2.50188 3.08231 0.1259
H 5.61004 -0.45573 -1.47052 0.0820
H 5.03982 -0.40918 -3.09947 0.0802
H 4.17420 0.48416 -1.88622 0.0666
H -4.91838 1.91604 4.30403 0.1386
H -3.76206 0.95675 5.19611 0.1437
H 1.49096 -1.21618 -0.62762 0.1429
H -0.14116 -1.82375 -1.10580 0.1297
H 2.61671 -1.37283 -3.52995 0.1154
H 3.41887 -2.96149 -3.36622 0.1467
H 1.87645 -3.39457 -1.31512 0.1236
H 1.02192 -3.30511 -2.80205 0.1156
```

The HOMO energy comes out at -9.03 eV. The calculation puts the max |F| at 0.0713 hartree/bohr. As for the SMILES: CC(=O)CCCOc1nc(Oc2ccc3c(c2)COB3O)c(Cl)cc1C#N. Its total energy is -1666.33980 hartree. The value obtained for the relative energy (zero: lowest compared OMol25 entry of this formula, charge and spin) is 0.334 eV.

***

Density functional theory data (ωB97M-V/def2-TZVPD) for a cluster of 2 separate species, C6H12NO in total.

Geometry as XYZ:
```
20
Properties=species:S:1:pos:R:3:lowdin_charge:R:1
C 1.27491 1.95102 -1.36613 -0.2710
O 1.01100 2.11761 -2.53306 -0.0414
C 0.12850 0.22736 -0.77876 -0.3593
C -1.21212 0.74940 -0.30777 -0.0466
C -0.73661 -0.49723 0.41078 -0.2353
C -0.42770 -0.48324 1.79406 -0.1052
C 0.00047 -1.77567 2.41847 -0.1250
N 0.01805 -0.45124 -2.04041 0.0399
H 1.05677 2.70593 -0.59166 0.1037
H 2.28676 1.54432 -1.16489 0.0967
H 1.12352 0.12072 -0.38167 0.1351
H -1.29143 1.55395 0.41377 0.1097
H -1.96531 0.64868 -1.06822 0.1141
H -1.03402 -1.41788 -0.07761 0.1309
H -0.14094 0.34401 2.42836 0.1006
H -0.74358 -2.53982 2.67133 0.0737
H 0.73579 -2.25743 1.76085 0.0784
H 0.52414 -1.69180 3.37492 0.0653
H -0.74212 -1.09101 -2.19135 0.0749
H 0.13394 0.24232 -2.77099 0.0606
```

Its spin multiplicity is 2. The HOMO energy (spin up / spin down) comes out at -7.36 / -9.09 eV. The calculation puts the max |F| at 0.0786 hartree/bohr. Its total energy is -365.61102 hartree. The value obtained for the relative energy (zero: lowest compared OMol25 entry of this formula, charge and spin) is 3.067 eV.